Density functional theory data (the ωB97M-V functional and the def2-TZVPD basis) for a gas-phase ion, C4H10N5O (charge +1) at a distorted geometry.

The geometry in XYZ format:
```
20
Properties=species:S:1:pos:R:3:forces:R:3:mulliken_charge:R:1
C -1.28192 0.50923 0.83534 -1.94 0.31 1.21 -0.591
C -1.88676 -0.33360 0.01744 -0.79 -1.71 -1.49 -0.168
C 0.51653 1.83638 1.43444 5.43 -1.92 -0.58 -0.524
C 0.13297 0.59047 1.10933 -0.82 1.49 -0.05 0.356
N -1.24783 -1.10668 -0.96794 3.38 4.20 1.93 -0.314
N 0.34875 0.52424 -1.40578 3.03 -0.90 -1.59 -0.947
N 0.88337 -0.59866 1.14120 -1.01 -0.23 0.60 -0.468
N 0.74736 -1.55774 -1.99034 2.87 -0.01 -1.60 -0.553
N -0.03332 -0.62789 -1.45488 -3.19 -0.88 -0.04 1.462
O 1.87057 2.15583 1.57313 -1.35 -1.37 0.33 -0.503
H -2.02931 1.14094 1.37152 1.02 -0.45 -0.11 0.328
H -2.92798 -0.64403 -0.04147 -0.12 0.99 0.47 0.434
H -0.03696 2.68744 1.39691 -1.86 2.12 0.16 0.496
H -1.65837 -1.87520 -1.33144 -1.00 -3.00 -1.73 0.188
H -0.23433 1.23502 -1.10919 -2.08 1.07 1.00 0.355
H 0.88973 -0.87504 2.09488 0.10 -0.89 0.79 0.262
H 1.77452 -0.77554 0.75085 0.89 0.65 -0.75 0.229
H 1.43992 -1.18424 -2.68854 -1.07 -0.08 1.22 0.333
H 0.34806 -2.40488 -2.32608 -0.88 -0.55 0.25 0.279
H 2.38500 1.30396 1.59065 -0.63 1.14 -0.01 0.348
```
Positions in Å, forces in eV/Å.

The charge is +1. Its SMILES is [H]/N=[N+](/N)N/C=C\C(N)=C\O. The calculation puts the total energy at -507.0069 hartree. Its HOMO energy (spin up / spin down) is -12.26 / -12.26 eV. As for the maximum force: 0.1126 hartree/bohr.



Density functional theory data (the ωB97M-V functional and the def2-TZVPD basis) for 2 unconnected molecules or ions with the total composition C4H10NO at a distorted geometry.

The geometry in XYZ format:
```
16
Properties=species:S:1:pos:R:3:forces:R:3:mulliken_charge:R:1
C 2.94473 1.21290 -0.93110 -0.18 -0.53 0.61 -0.783
C -1.84213 0.56537 0.80672 -2.24 0.40 -0.55 -0.231
N -2.67642 0.28635 -0.19218 -0.46 -0.21 0.13 -0.647
C -1.12669 -0.42326 -0.24233 0.59 0.57 -0.36 -0.417
C 0.20709 -0.87170 0.69779 1.36 -0.04 1.00 -0.546
O 1.24796 -1.06270 -0.05055 -0.34 -0.41 -0.46 -0.758
H 1.88020 1.05341 -1.02986 -0.31 0.37 -0.40 0.054
H 3.15234 2.11482 -0.35348 0.11 -0.06 -0.08 0.242
H 3.15506 0.29827 -0.37102 0.45 0.25 0.08 0.244
H -2.08597 0.17382 1.81214 0.75 -0.38 0.12 0.228
H -1.46221 1.60638 0.86102 1.00 -0.34 -0.03 0.267
H 3.46120 1.19466 -1.88003 0.07 0.16 -0.27 0.256
H -0.67023 0.09416 -1.06739 0.30 0.22 0.00 0.210
H -1.46063 -1.39701 -0.54958 -0.33 -0.11 0.24 0.307
H 0.38252 -0.08342 1.46515 -0.43 0.25 0.00 0.240
H -0.15364 -1.75564 1.26422 -0.37 -0.13 -0.01 0.332
```
Positions in Å, forces in eV/Å.

The charge is -1. The calculation puts the total energy at -288.2346 hartree. Its HOMO energy is -3.00 eV. As for the maximum force: 0.0455 hartree/bohr.



Density functional theory data (the ωB97M-V functional and the def2-TZVPD basis) for a molecular structure, C4H10NO at a distorted geometry.

The geometry in XYZ format:
```
16
Properties=species:S:1:pos:R:3:forces:R:3:mulliken_charge:R:1
C -2.44025 -3.48912 -1.30967 1.19 0.87 -0.74 -0.199
O -2.64677 -4.34851 -2.28376 -0.36 -0.27 0.04 -0.850
C -1.30876 -2.34559 -1.67576 -0.86 0.07 1.88 -1.006
C 2.53251 2.38581 2.25138 -1.84 3.46 -1.43 -0.674
C 1.46757 3.23378 1.82329 5.30 1.89 0.35 -0.140
N 1.03093 3.11807 0.35764 0.88 -0.75 1.68 -0.626
H -3.20420 -2.66274 -1.14321 -0.66 -0.74 0.28 0.076
H -2.26339 -3.98860 -0.27196 0.23 0.82 -0.74 0.176
H 2.73428 1.70930 1.39889 0.49 -0.17 1.10 0.265
H -1.37177 -1.69453 -0.77321 0.28 0.10 -0.36 0.228
H -1.69920 -1.76062 -2.50702 -0.07 -0.15 -0.20 0.235
H 3.31707 2.71586 2.99590 -1.45 -0.93 -0.52 0.255
H 1.17480 4.23048 2.16253 -0.19 -0.75 1.11 0.356
H 1.01071 2.27241 1.07590 -1.57 -1.93 -4.06 0.329
H 1.91960 3.15866 -0.26062 -1.63 -0.80 1.76 0.235
H -0.25312 -2.53466 -1.84031 0.25 -0.71 -0.16 0.342
```
Positions in Å, forces in eV/Å.

The charge is -1. The calculation puts the total energy at -288.1896 hartree. Its HOMO energy is -1.91 eV. As for the maximum force: 0.1096 hartree/bohr.



Density functional theory data (the ωB97M-V functional and the def2-TZVPD basis) for a gas-phase ion, C4H10NO (charge -1) at a distorted geometry.

The geometry in XYZ format:
```
16
Properties=species:S:1:pos:R:3:forces:R:3:mulliken_charge:R:1
C 0.72073 1.01075 0.97839 2.39 0.04 1.06 -1.519
C -0.25526 -0.09814 0.85674 -0.87 -1.37 -1.30 0.601
C 0.49197 -1.42152 0.52977 0.43 -0.68 -2.06 -1.280
N -1.25801 0.20226 -0.20652 0.94 1.28 0.35 -0.548
C -0.67164 0.66499 -1.57844 -1.25 -1.74 -0.44 -0.425
O -0.10160 -0.32839 -2.24569 0.63 -0.19 -0.21 -0.860
H 1.33527 1.11656 0.08389 -0.52 0.12 -0.39 0.391
H 1.54736 0.69669 1.68059 -0.94 0.38 0.02 0.361
H 0.33715 1.98341 1.27995 -0.20 -0.04 -0.02 0.322
H -0.86575 -0.24761 1.75509 0.36 0.17 0.30 0.201
H 1.03135 -1.32733 -0.43931 -0.06 0.81 0.49 0.322
H -0.19366 -2.17533 0.10112 -0.20 0.01 1.00 0.300
H 1.24572 -1.89565 1.17816 -0.59 0.37 0.62 0.375
H -1.73515 -0.66680 -0.41378 0.02 0.00 -0.27 0.265
H 0.01504 1.53290 -1.46390 -0.63 0.21 0.49 0.208
H -1.64352 0.95320 -2.09605 0.49 0.65 0.38 0.284
```
Positions in Å, forces in eV/Å.

The charge is -1. Its SMILES is CC(C)NC[O-]. The calculation puts the total energy at -288.3628 hartree. Its HOMO energy is -2.29 eV. As for the maximum force: 0.0508 hartree/bohr.



Density functional theory data (the ωB97M-V functional and the def2-TZVPD basis) for a gas-phase ion, C4H10NO (charge -1) at a distorted geometry.

The geometry in XYZ format:
```
16
Properties=species:S:1:pos:R:3:forces:R:3:mulliken_charge:R:1
C 2.09527 0.05260 -0.39470 0.54 -0.64 -0.15 -0.799
N 1.16768 -0.87212 0.21940 -0.65 0.11 0.12 -0.431
C -0.35104 0.77518 1.41531 -1.14 -1.16 0.71 -1.218
C -0.18773 -0.31868 0.35912 -0.43 -0.09 0.05 0.059
C -0.89788 0.14700 -0.96467 0.64 -0.15 0.23 -0.431
O -2.22258 0.02225 -0.87874 -0.08 0.08 -0.15 -0.867
H 1.69582 1.05452 -0.50172 -0.01 0.35 0.18 0.239
H 2.33358 -0.30378 -1.40080 0.10 0.15 -0.09 0.248
H 3.02491 0.05169 0.18217 0.09 0.32 -0.14 0.342
H 1.45888 -1.11680 1.15456 0.29 0.03 0.04 0.277
H -1.43909 0.89358 1.42357 -0.03 0.92 -0.56 0.352
H -0.27509 0.39689 2.45066 0.96 0.06 -0.14 0.368
H 0.21024 1.68819 1.24883 -0.03 0.17 0.01 0.288
H -0.83016 -1.14134 0.67986 0.03 -0.12 -0.01 0.320
H -0.53571 1.20343 -1.14275 -0.03 0.07 -0.02 0.066
H -0.36760 -0.43432 -1.77468 -0.25 -0.10 -0.07 0.188
```
Positions in Å, forces in eV/Å.

The charge is -1. Its SMILES is CN[C@@H](C)C[O-]. The calculation puts the total energy at -288.3577 hartree. Its HOMO energy is -2.20 eV. As for the maximum force: 0.0345 hartree/bohr.



Density functional theory data (the ωB97M-V functional and the def2-TZVPD basis) for 2 unconnected molecules or ions with the total composition C4H10NO at a distorted geometry.

The geometry in XYZ format:
```
16
Properties=species:S:1:pos:R:3:forces:R:3:mulliken_charge:R:1
C -1.17372 -2.34441 1.26129 -0.92 -0.04 -0.25 -1.186
C -0.58181 -1.09758 0.71691 1.85 -0.05 0.64 -0.127
C -0.62788 -0.60203 -0.50993 -1.33 0.21 0.25 0.014
N 0.18433 0.49916 -0.90803 -1.32 0.26 -0.14 0.113
C 0.11417 0.97860 -2.08934 0.40 0.17 0.28 -0.096
H -1.91206 -2.77559 0.58746 -0.04 0.02 -0.05 0.341
H -1.65685 -2.18974 2.22584 0.05 0.17 0.02 0.342
H -0.41222 -3.10737 1.42579 0.24 0.19 -0.06 0.301
H 0.16556 -0.62522 1.36270 -0.10 -0.12 0.04 0.302
H -1.46905 -0.81594 -1.16294 0.53 -0.32 -0.45 0.250
H 0.63961 1.06954 -0.17132 0.69 -0.36 0.03 0.250
H 0.75223 1.81552 -2.33921 -0.16 0.11 -0.05 0.270
H -0.57793 0.54913 -2.80089 0.21 -0.16 -0.15 0.260
H 1.36972 2.79982 1.54899 -0.32 0.17 -0.02 0.315
H 2.47424 1.81908 1.29144 0.34 -0.26 -0.07 0.303
O 1.58329 2.03309 1.00974 -0.10 0.02 -0.01 -0.650
```
Positions in Å, forces in eV/Å.

The charge is +1. The calculation puts the total energy at -288.1233 hartree. Its HOMO energy is -14.17 eV. As for the maximum force: 0.0380 hartree/bohr.



Density functional theory data (the ωB97M-V functional and the def2-TZVPD basis) for a gas-phase ion, C4H10NO (charge +1) at a distorted geometry.

The geometry in XYZ format:
```
16
Properties=species:S:1:pos:R:3:forces:R:3:mulliken_charge:R:1
C -0.38326 -0.00341 1.43446 -0.65 -1.88 -2.02 -0.130
C 0.05798 -0.09576 -0.01472 -0.62 2.58 -1.06 1.272
C 0.95686 1.07752 -0.42712 0.12 1.29 -3.06 -1.406
C 0.49170 -1.39725 -0.61131 -0.90 -2.58 0.52 -1.279
N -1.30714 0.30205 -0.57978 0.15 -1.54 0.81 -0.504
O -0.37322 1.09725 2.07857 1.99 -0.34 -3.10 -0.266
H -0.84158 -0.95684 1.82961 0.25 1.26 0.08 0.394
H 0.49899 2.07173 -0.28012 0.18 -0.48 0.77 0.350
H 0.99117 1.14268 -1.59707 -0.09 -0.77 1.97 0.351
H 2.01776 1.11408 -0.15206 -0.46 -0.44 0.53 0.366
H 0.61833 -1.37991 -1.73654 -0.62 0.34 1.38 0.345
H -0.32794 -2.21070 -0.29833 1.97 1.43 -0.90 0.324
H 1.48832 -1.70377 -0.23074 -0.69 0.09 0.06 0.345
H -2.19014 -0.20223 -0.71158 1.12 -1.06 0.33 0.227
H -1.60498 1.22142 -0.45065 0.23 2.07 0.36 0.227
H -0.89632 1.03579 2.82085 -1.98 0.03 3.33 0.385
```
Positions in Å, forces in eV/Å.

The charge is +1. The calculation puts the total energy at -288.0700 hartree. Its HOMO energy is -14.87 eV. As for the maximum force: 0.0753 hartree/bohr.



Density functional theory data (the ωB97M-V functional and the def2-TZVPD basis) for 2 unconnected molecules or ions with the total composition C4H10NO at a distorted geometry.

The geometry in XYZ format:
```
16
Properties=species:S:1:pos:R:3:forces:R:3:mulliken_charge:R:1
C 2.95388 -0.41049 -0.06516 0.14 -0.09 -0.22 -0.480
C 2.77359 0.21454 0.91702 -0.89 1.43 2.16 -0.372
C -0.23021 -1.11932 -0.91687 0.59 -0.20 0.10 -0.658
C -0.75525 1.00048 0.35853 0.48 0.08 0.64 -0.720
N -2.28375 0.74571 0.46093 2.56 -3.15 3.19 -0.269
O -0.01880 -0.33073 0.27609 1.52 1.73 0.43 -0.126
H 3.31787 -0.95042 -0.84425 0.57 -1.24 -1.95 0.505
H 1.04419 -0.00429 0.27440 -2.24 -1.11 0.29 0.378
H 2.52767 0.75716 1.80171 0.16 0.09 0.07 0.476
H 0.63036 -1.88732 -0.94615 -1.78 1.15 -0.45 0.304
H -0.32480 -0.33491 -1.64811 0.86 -0.32 -1.28 0.386
H -1.25242 -1.47745 -0.85814 0.23 -0.98 0.28 0.257
H -0.52128 1.58386 -0.55454 -0.58 -0.78 0.02 0.254
H -2.53007 1.66751 0.60658 -1.21 2.50 0.81 0.372
H -2.85553 0.38611 -0.25279 -0.85 -0.92 -1.65 0.313
H -2.47546 0.15953 1.39074 0.44 1.80 -2.44 0.380
```
Positions in Å, forces in eV/Å.

The charge is +1. The calculation puts the total energy at -287.9056 hartree. Its HOMO energy is -12.23 eV. As for the maximum force: 0.1003 hartree/bohr.



Density functional theory data (the ωB97M-V functional and the def2-TZVPD basis) for a gas-phase ion, C4H10NO (charge +1) at a distorted geometry.

The geometry in XYZ format:
```
16
Properties=species:S:1:pos:R:3:forces:R:3:mulliken_charge:R:1
C -0.80142 0.30976 0.31706 -5.26 1.99 -2.44 0.185
C 0.94621 0.59386 1.71615 -2.36 1.18 2.82 -0.685
C 1.41392 -0.16847 -0.60208 -0.11 1.42 1.77 -0.935
C -1.64381 -0.29956 -0.85916 0.24 -1.22 3.06 -0.449
N 0.42897 0.32954 0.42225 2.01 -1.04 -0.61 0.084
O -0.91849 -1.19587 -1.57163 0.94 -1.96 -3.27 -0.538
H -1.43844 0.94126 1.04051 1.08 -1.59 -0.69 0.270
H 0.21015 1.34063 2.19278 1.65 -0.79 -0.48 0.281
H 1.93419 0.89220 1.70288 1.88 1.11 -0.19 0.282
H 0.91050 -0.26495 2.38909 -0.12 -0.35 -0.43 0.354
H 1.04333 0.01133 -1.55706 -0.91 -0.06 -1.47 0.341
H 1.40399 -1.22306 -0.35837 1.44 -0.17 -0.39 0.397
H 2.25277 0.57277 -0.52169 -0.09 -1.63 0.41 0.372
H -2.41663 -0.82737 -0.23053 0.25 0.26 -0.48 0.256
H -2.17149 0.31308 -1.51004 -0.89 2.16 -0.55 0.430
H -1.15373 -1.32516 -2.57017 0.26 0.69 2.96 0.355
```
Positions in Å, forces in eV/Å.

The charge is +1. Its SMILES is C[N+](C)=CCO. The calculation puts the total energy at -288.0772 hartree. Its HOMO energy is -15.02 eV. As for the maximum force: 0.1193 hartree/bohr.



Density functional theory data (the ωB97M-V functional and the def2-TZVPD basis) for a molecular structure, C4H10NO at a distorted geometry.

The geometry in XYZ format:
```
16
Properties=species:S:1:pos:R:3:forces:R:3:mulliken_charge:R:1
C -1.57781 -0.55113 -1.31567 -0.54 0.58 -1.05 -0.618
C -0.49259 -0.17154 -0.43161 2.06 -2.35 1.54 0.694
C 1.12680 -1.33129 -0.10722 -1.70 1.67 0.87 -1.039
C -0.23885 1.24028 0.08014 -0.68 0.66 -0.50 -0.623
N 0.70578 1.04857 1.19904 -0.67 1.03 2.09 -0.133
O -1.64666 -0.78844 0.08212 -0.02 0.58 0.32 -0.403
H -2.19541 0.24811 -1.78555 0.26 -0.43 0.80 0.246
H -1.61299 -1.45155 -1.90027 0.58 -0.30 -0.23 0.295
H 1.45402 -1.41725 1.02666 -0.80 0.28 -2.04 0.356
H 1.95260 -0.85795 -0.68984 -0.70 -0.94 0.18 0.369
H 0.75949 -2.34147 -0.33180 0.32 0.60 -0.52 0.417
H -1.13732 1.76575 0.50484 0.64 -0.63 -0.93 0.380
H 0.26417 1.83977 -0.70050 -0.31 -0.15 0.47 0.310
H 1.06231 0.13827 0.93098 1.59 -0.36 0.08 -0.064
H 0.20043 0.78562 2.09694 0.62 0.98 -1.08 0.443
H 1.37602 1.84425 1.34174 -0.63 -1.22 0.01 0.369
```
Positions in Å, forces in eV/Å.

The charge is +1. The calculation puts the total energy at -288.0221 hartree. Its HOMO energy is -14.45 eV. As for the maximum force: 0.0678 hartree/bohr.



Density functional theory data (the ωB97M-V functional and the def2-TZVPD basis) for a gas-phase ion, C4H10NO (charge +1) at a distorted geometry.

The geometry in XYZ format:
```
16
Properties=species:S:1:pos:R:3:forces:R:3:mulliken_charge:R:1
C 0.44388 -1.32947 0.35308 -1.74 2.88 -0.09 -0.262
C 0.05922 0.08949 -0.11936 0.82 -0.22 1.67 0.986
C 0.65878 1.26579 0.69672 2.62 -0.07 0.67 -1.316
C -0.23662 0.44387 -1.55235 -0.51 -0.42 0.89 -1.288
N -1.06438 -0.70118 0.54858 -1.73 0.42 -0.06 -0.406
O 1.07262 -1.53329 1.47991 0.64 0.89 0.79 -0.420
H 0.30304 -2.12139 -0.27992 0.09 -1.80 -1.88 0.510
H 0.94957 1.03253 1.78709 -0.30 -0.16 -1.81 0.309
H 0.19692 2.23956 0.79998 -1.28 -0.21 -0.53 0.406
H 1.62166 1.61259 0.13388 -1.37 -1.13 1.06 0.342
H 0.46917 1.16745 -1.91815 0.25 0.17 -0.20 0.390
H -1.22639 0.90240 -1.45903 0.09 0.09 -0.66 0.347
H -0.25702 -0.43158 -2.18323 -0.16 -0.14 -0.35 0.368
H -2.03800 -0.91633 0.01347 3.18 0.54 1.59 0.337
H -1.14810 -0.39401 1.53935 -0.45 -0.44 -0.95 0.326
H 1.26971 -2.44787 1.69040 -0.12 -0.42 -0.13 0.371
```
Positions in Å, forces in eV/Å.

The charge is +1. Its SMILES is CC1(C)[NH2+][C@@H]1O. The calculation puts the total energy at -288.0947 hartree. Its HOMO energy is -15.83 eV. As for the maximum force: 0.0699 hartree/bohr.



Density functional theory data (the ωB97M-V functional and the def2-TZVPD basis) for 2 unconnected molecules or ions with the total composition C4H10NO at a distorted geometry.

The geometry in XYZ format:
```
16
Properties=species:S:1:pos:R:3:forces:R:3:mulliken_charge:R:1
C 0.66697 -1.35173 0.34067 0.80 1.29 -2.17 -0.561
C 1.21293 -0.27996 -0.62776 -1.36 -1.63 -1.79 0.420
C 2.29812 0.60875 -0.24111 2.23 2.63 1.84 -1.239
C -2.63215 0.58678 -0.02924 1.10 1.92 3.32 0.115
N 0.07106 -0.01962 0.23423 -1.79 -2.07 -2.08 -0.536
O -3.47709 -0.25958 -0.32374 -0.22 -1.42 -1.00 -0.226
H 0.01782 -2.06087 -0.14064 0.18 -0.61 0.30 0.262
H 1.39810 -1.63148 1.06728 -0.25 -0.09 0.84 0.314
H 1.03778 -0.40315 -1.77468 -0.03 0.29 2.29 0.272
H 1.81619 1.68703 -0.26402 1.53 -1.82 0.03 0.234
H 3.29423 0.60831 -0.73270 -1.11 -0.09 -0.72 0.364
H 2.72133 0.41287 0.80419 -1.28 0.27 -0.85 0.273
H -2.86602 1.38672 0.78254 -0.22 -1.03 -1.53 0.249
H -1.48365 0.37886 -0.12268 -0.21 -0.13 -1.20 0.367
H 0.26830 0.60521 0.92398 1.18 1.95 2.52 0.264
H -4.34390 -0.26814 0.10368 -0.55 0.53 0.18 0.425
```
Positions in Å, forces in eV/Å.

The charge is +1. The calculation puts the total energy at -287.9891 hartree. Its HOMO energy is -13.59 eV. As for the maximum force: 0.0777 hartree/bohr.